Computed, not measured: a cluster of 11 separate species, C20H48Cl2F12N5O10 in total, with ωB97M-V/def2-TZVPD.

The geometry in XYZ format:
```
97
Properties=species:S:1:pos:R:3:lowdin_charge:R:1
N 3.20 1.22 -0.26 0.25
H 2.60 0.83 0.53 0.08
H 2.45 1.08 -0.99 0.08
H 4.02 0.67 -0.50 0.14
H 3.34 2.17 0.04 0.12
N 3.18 0.50 3.52 0.28
H 3.08 0.54 4.57 0.10
H 3.53 -0.43 3.29 0.14
H 3.85 1.17 3.16 0.14
H 2.27 0.73 3.05 0.08
N 2.13 -1.32 -2.55 0.28
H 2.63 -1.90 -1.88 0.12
H 1.61 -0.54 -2.05 0.08
H 1.43 -1.84 -3.09 0.09
H 2.82 -0.81 -3.10 0.14
N 0.67 3.57 2.44 0.28
H -0.16 3.90 1.93 0.15
H 0.52 3.82 3.42 0.15
H 1.46 3.99 1.96 0.13
H 0.82 2.52 2.24 0.07
N 1.49 3.57 -2.24 0.30
H 2.06 3.45 -3.08 0.14
H 2.02 4.00 -1.48 0.13
H 1.09 2.66 -1.85 0.08
H 0.70 4.18 -2.46 0.16
O 1.14 0.97 1.63 -0.42
C 0.03 0.41 0.89 -0.26
C -0.32 0.79 -0.58 -0.29
O 0.70 0.97 -1.56 -0.40
H -0.81 0.58 1.57 0.10
H 0.21 -0.67 0.93 0.09
H -0.95 1.70 -0.62 0.10
H -1.08 0.09 -0.95 0.09
C -1.70 1.22 5.33 -0.05
C -0.21 0.96 5.36 -0.19
O 0.35 1.35 6.63 0.07
C 1.59 1.12 6.93 -0.34
O 2.44 0.82 6.11 0.10
C 1.91 1.35 8.41 -0.61
F 1.75 0.25 9.10 0.23
F 3.15 1.78 8.52 0.21
F 1.09 2.28 8.88 0.21
H -2.07 2.22 5.55 0.10
H -2.20 0.42 5.86 0.07
H -1.96 0.99 4.29 0.06
H 0.26 1.61 4.61 0.09
H 0.01 -0.09 5.18 0.14
C -3.51 -0.96 -2.84 -0.03
C -2.11 -1.22 -3.42 -0.20
O -2.05 -2.60 -3.77 0.08
C -0.89 -3.08 -4.14 -0.36
O 0.11 -2.43 -4.32 0.10
C -0.91 -4.61 -4.42 -0.55
F 0.10 -5.17 -3.73 0.17
F -2.06 -5.16 -4.09 0.20
F -0.67 -4.79 -5.72 0.19
H -3.54 0.03 -2.40 0.08
H -3.72 -1.73 -2.09 0.07
H -4.27 -1.04 -3.61 0.09
H -1.31 -0.96 -2.72 0.09
H -1.98 -0.50 -4.23 0.12
C 0.67 0.55 -5.72 -0.03
C 0.50 1.68 -4.72 -0.24
O -0.57 2.54 -5.08 0.03
C -0.34 3.45 -6.03 -0.40
O 0.73 3.71 -6.48 0.19
C -1.61 4.16 -6.53 -0.57
F -1.76 3.93 -7.82 0.21
F -2.70 3.82 -5.86 0.19
F -1.41 5.47 -6.36 0.18
H -0.24 -0.04 -5.79 0.08
H 1.50 -0.07 -5.38 0.07
H 0.85 0.94 -6.72 0.10
H 1.41 2.29 -4.66 0.10
H 0.34 1.26 -3.73 0.08
C 2.39 -4.24 2.53 -0.04
C 1.92 -3.40 1.36 -0.23
O 0.57 -3.70 1.07 0.06
C 0.04 -3.50 -0.12 -0.36
O 0.59 -2.97 -1.05 0.14
C -1.46 -3.86 -0.16 -0.56
F -2.14 -2.75 -0.40 0.17
F -1.63 -4.74 -1.14 0.20
F -1.89 -4.41 0.96 0.21
H 3.34 -3.84 2.87 0.08
H 2.42 -5.30 2.27 0.10
H 1.75 -4.09 3.40 0.09
H 2.57 -3.48 0.48 0.12
H 2.03 -2.34 1.62 0.10
Cl -4.89 -0.36 4.80 0.58
C -5.17 -1.07 3.18 -0.63
C -4.18 -0.57 2.19 -0.68
Cl -4.39 1.17 1.80 0.52
H -6.21 -0.94 2.88 0.09
H -5.04 -2.15 3.31 0.08
H -4.16 -1.14 1.26 0.07
H -3.15 -0.63 2.57 0.04
```

2S+1	1
ΔE to the lowest compared entry with this formula, charge and spin	0.0	kcal/mol
lowest unoccupied orbital energy	-9.3	eV
total charge	+3
Kohn-Sham gap	6.91	eV